{"formula": "C126H126N6O16", "method": "ωB97M-V with the def2-TZVPD basis set", "symbols": ["C", "C", "N", "C", "C", "C", "C", "H", "H", "H", "H", "H", "H", "H", "H", "H", "H", "H", "H", "H", "H", "H", "C", "C", "N", "C", "C", "C", "C", "H", "H", "H", "H", "H", "H", "H", "H", "H", "H", "H", "H", "H", "H", "H", "C", "C", "N", "C", "C", "C", "C", "H", "H", "H", "H", "H", "H", "H", "H", "H", "H", "H", "H", "H", "H", "H", "C", "C", "N", "C", "C", "C", "C", "H", "H", "H", "H", "H", "H", "H", "H", "H", "H", "H", "H", "H", "H", "H", "O", "C", "N", "C", "H", "H", "H", "H", "H", "O", "C", "N", "C", "H", "H", "H", "H", "H", "C", "C", "C", "C", "C", "C", "C", "O", "C", "C", "C", "C", "C", "C", "C", "O", "H", "H", "H", "H", "H", "H", "H", "H", "C", "C", "C", "C", "C", "C", "C", "O", "C", "C", "C", "C", "C", "C", "C", "O", "H", "H", "H", "H", "H", "H", "H", "H", "C", "C", "C", "C", "C", "C", "C", "O", "C", "C", "C", "C", "C", "C", "C", "O", "H", "H", "H", "H", "H", "H", "H", "H", "C", "C", "C", "C", "C", "C", "C", "O", "C", "C", "C", "C", "C", "C", "C", "O", "H", "H", "H", "H", "H", "H", "H", "H", "C", "C", "C", "C", "C", "C", "C", "O", "C", "C", "C", "C", "C", "C", "C", "O", "H", "H", "H", "H", "H", "H", "H", "H", "C", "C", "C", "C", "C", "C", "C", "O", "C", "C", "C", "C", "C", "C", "C", "O", "H", "H", "H", "H", "H", "H", "H", "H", "C", "C", "C", "C", "C", "C", "C", "O", "C", "C", "C", "C", "C", "C", "C", "O", "H", "H", "H", "H", "H", "H", "H", "H"], "coordinates": [[-6.679104, -4.370562, -5.599612], [-5.311145, -3.795321, -5.312591], [-5.154374, -2.459396, -4.816578], [-3.894964, -1.797996, -4.739251], [-3.277812, -1.989703, -3.377097], [-6.172744, -1.994631, -3.861702], [-6.345741, -2.922888, -2.683222], [-7.073543, -3.928932, -6.514752], [-7.335231, -4.512169, -4.740804], [-6.758370, -5.456679, -5.646275], [-4.845688, -4.401525, -4.535441], [-4.748626, -3.644839, -6.234013], [-3.213683, -2.199603, -5.489354], [-4.086351, -0.751932, -4.978476], [-3.725083, -1.504418, -2.509599], [-3.231738, -3.046649, -3.114701], [-2.285808, -1.538872, -3.349280], [-7.141415, -1.910453, -4.354333], [-6.183657, -0.965858, -3.501705], [-5.471880, -2.882112, -2.032990], [-6.445101, -3.952546, -3.026792], [-7.290216, -2.673664, -2.199539], [-1.712018, 5.709410, -6.913579], [-0.864795, 5.308741, -5.591913], [0.239611, 6.185570, -5.202440], [0.969578, 7.001704, -6.139451], [1.005828, 8.414815, -5.531071], [1.158756, 5.817817, -4.061348], [0.429569, 4.896838, -3.026288], [-1.186109, 5.366544, -7.804620], [-2.103552, 6.723643, -6.991811], [-2.642043, 5.145460, -6.842124], [-1.433503, 5.339047, -4.662525], [-0.614764, 4.274465, -5.828226], [2.002363, 6.665196, -6.230116], [0.558445, 6.844243, -7.136589], [1.258110, 9.251096, -6.183064], [0.147147, 8.625467, -4.893588], [1.696366, 8.398835, -4.687869], [1.130517, 6.751053, -3.498889], [2.218197, 5.817058, -4.317610], [0.154767, 3.985344, -3.557099], [-0.461312, 5.102181, -2.432771], [1.113507, 4.651142, -2.213906], [5.734474, 1.719089, -5.085503], [5.231287, 0.290672, -5.138993], [3.935653, 0.239714, -5.822389], [4.027319, 0.292017, -7.288960], [2.854435, -0.612792, -7.931190], [2.875657, 1.036242, -5.259345], [2.627796, 0.600372, -3.827763], [6.044454, 1.839774, -6.123496], [6.600044, 1.891549, -4.445847], [5.004272, 2.464970, -4.771578], [5.976568, -0.438270, -5.457292], [5.009332, 0.074966, -4.093860], [4.002882, 1.341635, -7.581856], [4.990863, -0.166489, -7.511357], [3.036200, -0.711600, -9.001374], [2.926023, -1.677382, -7.708423], [1.903074, -0.103717, -7.776766], [1.908957, 0.869359, -5.734487], [3.074059, 2.100600, -5.385337], [1.591909, 0.686233, -3.499641], [3.105346, 1.142812, -3.011786], [2.973092, -0.401671, -3.573256], [-0.267456, -1.626487, -1.034186], [0.725518, -0.497904, -0.827366], [0.878976, 0.203523, 0.455726], [0.039054, 1.335923, 0.758689], [0.600244, 2.672174, 0.474180], [1.206563, -0.619869, 1.647571], [2.353962, 0.038005, 2.526322], [0.078767, -2.502259, -0.485318], [-0.201398, -2.277920, -1.905604], [-1.277891, -1.467736, -0.657480], [1.714029, -0.873624, -1.091519], [0.514105, 0.276375, -1.564857], [-0.301282, 1.260154, 1.791420], [-0.810750, 1.150725, 0.101693], [-0.223467, 3.374959, 0.348910], [1.340392, 2.713386, -0.324931], [1.040177, 2.946911, 1.432870], [0.317112, -0.745492, 2.264985], [1.473829, -1.647356, 1.400696], [1.853834, 0.967272, 2.799145], [2.510313, -0.399461, 3.512366], [3.342117, 0.216201, 2.102180], [3.421293, 4.199919, -1.738256], [4.507459, 4.602216, -2.142239], [4.787491, 4.609839, -3.427498], [5.722736, 4.860644, -1.151756], [5.542470, 5.077492, -3.908548], [3.926474, 4.441857, -3.928024], [6.665130, 5.005718, -1.679914], [5.798003, 3.842266, -0.770521], [5.421541, 5.427234, -0.270642], [3.828143, 6.531671, 2.384088], [3.141753, 5.512069, 2.313075], [2.723250, 5.076764, 1.125238], [2.786691, 4.809844, 3.566828], [3.066277, 5.369197, 0.221405], [2.426506, 4.111915, 1.091897], [2.027960, 5.378011, 4.104991], [3.601932, 4.739034, 4.286865], [2.303112, 3.879226, 3.269811], [-9.224623, 1.362487, -4.601737], [-8.931656, 1.961537, -5.756994], [-7.598385, 2.146969, -6.076994], [-6.547025, 2.129515, -5.157521], [-6.916146, 1.775574, -3.860380], [-8.267271, 1.334614, -3.589755], [-5.878321, 1.675943, -2.829555], [-6.061621, 1.410647, -1.646689], [-4.432578, 1.708919, -3.252705], [-3.397453, 1.318244, -2.382331], [-2.006922, 1.168287, -2.700869], [-1.642710, 1.680339, -4.025309], [-2.640383, 2.151624, -4.828191], [-4.041640, 2.095658, -4.487234], [-5.067077, 2.496657, -5.456418], [-4.741570, 3.090487, -6.515618], [-10.226241, 1.090888, -4.302759], [-9.602363, 2.091827, -6.593397], [-7.375656, 2.357395, -7.112608], [-8.542129, 0.837312, -2.671311], [-3.587358, 1.001916, -1.367306], [-1.289078, 0.789148, -1.988591], [-0.659023, 1.542420, -4.449277], [-2.395245, 2.383488, -5.854126], [-2.286705, -5.718176, -1.401622], [-3.064649, -6.897974, -1.528093], [-4.310109, -6.974611, -0.994507], [-4.816361, -5.875184, -0.240399], [-4.052758, -4.725355, -0.036543], [-2.826115, -4.605830, -0.691213], [-4.584889, -3.506040, 0.663330], [-3.857854, -2.478843, 0.924200], [-6.044929, -3.638595, 1.135826], [-6.605283, -2.558651, 1.724962], [-7.876802, -2.629779, 2.302935], [-8.617278, -3.795015, 2.216425], [-8.107266, -4.942232, 1.532142], [-6.765676, -4.865620, 1.059136], [-6.218246, -5.949825, 0.317178], [-6.899812, -6.971031, 0.150021], [-1.280895, -5.734189, -1.794693], [-2.747402, -7.784178, -2.057611], [-4.813604, -7.928692, -0.943295], [-2.161021, -3.781134, -0.481653], [-6.219430, -1.554971, 1.624260], [-8.471051, -1.815289, 2.690078], [-9.652412, -3.870743, 2.515008], [-8.715070, -5.823167, 1.387456], [7.883548, -4.536700, 5.409700], [7.343516, -3.707519, 4.498020], [5.996857, -3.500405, 4.392196], [5.175238, -3.849614, 5.450913], [5.709230, -4.615898, 6.518432], [7.091108, -5.050929, 6.401227], [4.918801, -5.105910, 7.690482], [5.400649, -5.692777, 8.670881], [3.455488, -4.706184, 7.629318], [2.599191, -5.152963, 8.725029], [1.184085, -4.746587, 8.728951], [0.794672, -3.821041, 7.747356], [1.545302, -3.468992, 6.675531], [2.849806, -3.984804, 6.549789], [3.682885, -3.618553, 5.372881], [3.200182, -3.135386, 4.336037], [8.899465, -4.893532, 5.493219], [7.998183, -3.308118, 3.737572], [5.512200, -2.858470, 3.671477], [7.471370, -5.667464, 7.202272], [3.034417, -5.660914, 9.572952], [0.462901, -4.951326, 9.506363], [-0.207338, -3.418624, 7.768164], [1.101985, -2.858256, 5.902962], [-1.612468, 6.002378, -0.050474], [-2.323179, 4.847653, 0.303544], [-3.531231, 4.600141, -0.277766], [-4.075778, 5.425895, -1.248930], [-3.338688, 6.563744, -1.642389], [-2.193973, 6.957806, -0.934773], [-3.768795, 7.336929, -2.859594], [-2.995012, 8.141790, -3.303726], [-5.161804, 6.884606, -3.475038], [-5.697122, 7.685156, -4.521625], [-6.888465, 7.261173, -5.144193], [-7.532853, 6.076972, -4.661966], [-7.040283, 5.336426, -3.605673], [-5.949235, 5.838869, -2.932165], [-5.513488, 5.127739, -1.715422], [-6.330384, 4.524426, -1.013689], [-0.649859, 6.213044, 0.391589], [-1.843260, 4.189397, 1.012613], [-4.114182, 3.720065, -0.049645], [-1.636956, 7.855463, -1.159134], [-5.213798, 8.509310, -5.025166], [-7.310064, 7.769543, -5.998717], [-8.496995, 5.858270, -5.096716], [-7.673769, 4.543937, -3.235460], [4.040316, -4.528714, 1.042014], [4.964761, -5.459745, 1.564372], [4.459112, -6.666564, 2.059634], [3.120400, -6.929006, 2.158229], [2.242891, -6.034661, 1.544019], [2.650553, -4.792823, 0.972058], [0.817743, -6.341256, 1.402478], [0.002932, -5.580383, 0.812978], [0.355373, -7.650653, 2.066542], [-1.024960, -8.004416, 1.864774], [-1.585173, -9.119932, 2.511023], [-0.783638, -9.868342, 3.359458], [0.628181, -9.619614, 3.424161], [1.179182, -8.498866, 2.769754], [2.638754, -8.197623, 2.944329], [3.287132, -8.993821, 3.533707], [4.403276, -3.574472, 0.689775], [5.994734, -5.151293, 1.666419], [5.025154, -7.403447, 2.610085], [1.919319, -4.051513, 0.685420], [-1.523888, -7.332556, 1.182075], [-2.620364, -9.424479, 2.465925], [-1.339249, -10.717761, 3.728483], [1.264485, -10.339170, 3.917887], [-3.745439, 0.506033, 2.545390], [-3.885868, 1.832311, 2.325507], [-2.839854, 2.689231, 2.869184], [-1.836513, 2.166109, 3.678937], [-1.731951, 0.746618, 3.800730], [-2.664151, -0.052322, 3.190614], [-0.650421, 0.231083, 4.636111], [-0.480200, -1.025898, 4.728973], [0.246982, 1.126187, 5.296534], [1.180956, 0.593866, 6.178152], [2.148922, 1.504310, 6.629826], [2.079576, 2.905045, 6.499619], [0.980842, 3.483873, 5.810224], [0.116172, 2.549194, 5.226689], [-0.981917, 3.170905, 4.397289], [-1.096327, 4.388170, 4.318401], [-4.336472, -0.254237, 2.056450], [-4.830690, 2.198588, 1.951934], [-3.133305, 3.728470, 2.853061], [-2.554667, -1.126472, 3.165760], [1.311492, -0.475775, 6.250352], [2.927862, 0.988579, 7.171747], [2.842599, 3.580681, 6.856985], [0.908639, 4.553821, 5.938216], [9.128904, -2.745850, 8.894621], [10.379215, -2.486256, 8.244083], [10.353495, -1.906103, 6.978495], [9.179581, -1.328270, 6.516058], [7.941015, -1.579781, 7.192615], [7.929575, -2.284930, 8.433131], [6.602976, -1.063880, 6.746123], [5.518634, -1.255112, 7.281095], [6.616490, -0.128659, 5.536691], [5.492080, 0.441069, 5.162699], [5.402291, 1.334276, 4.019455], [6.595709, 1.588511, 3.316970], [7.809407, 1.143050, 3.909044], [7.855659, 0.155142, 4.899900], [9.157454, -0.510231, 5.324766], [10.231252, -0.386077, 4.718037], [9.096561, -3.484817, 9.681566], [11.278512, -2.885577, 8.689279], [11.289564, -1.761117, 6.459688], [7.011196, -2.599327, 8.906567], [4.551852, 0.221682, 5.646697], [4.552860, 1.848722, 3.594946], [6.693486, 2.241542, 2.462352], [8.663875, 1.542771, 3.383192]], "atomic_forces_ev_per_a": [[-0.46, -0.41, 0.15], [1.21, 0.04, 0.67], [-3.33, 2.47, 0.33], [-0.33, -0.31, 0.36], [1.18, 0.38, 0.74], [-0.69, -0.58, -0.53], [-0.08, -0.21, 0.05], [-0.70, -0.04, 0.42], [-0.58, 1.98, 0.24], [1.49, -0.48, -1.34], [0.57, -1.08, -0.50], [0.31, -1.43, -0.18], [-0.01, -0.03, -0.18], [0.40, 0.28, 0.08], [-0.73, 0.18, -0.31], [0.26, -0.14, -0.16], [0.38, -0.36, -0.13], [-0.29, -0.62, -0.54], [1.45, 0.23, -0.09], [-0.27, 0.05, 0.33], [0.06, -0.04, 0.13], [0.19, 0.02, 0.54], [0.22, -0.46, 1.95], [-0.35, 1.01, -0.92], [1.47, -0.91, -0.17], [-0.56, 0.10, 0.29], [0.25, 0.17, 0.57], [-4.19, 2.32, 1.45], [1.57, -1.72, -0.57], [0.00, 0.33, -0.01], [0.73, 0.31, 0.07], [0.08, -0.48, -0.02], [-0.87, -0.51, -0.48], [0.44, -0.38, 0.25], [0.42, -0.22, -0.08], [-0.28, 0.75, -0.02], [-0.04, -0.11, -0.06], [-0.85, 0.03, -0.92], [0.89, 0.04, -0.40], [0.45, 0.42, 0.24], [0.11, -1.47, -0.28], [0.20, -0.46, 0.27], [-0.26, 1.46, -0.82], [0.41, -0.31, -0.32], [1.14, -0.01, -1.06], [-1.68, 1.07, 2.24], [0.48, -1.37, -1.26], [-1.25, -1.78, 0.98], [1.88, 1.34, -0.59], [-0.04, -0.58, 0.71], [-0.09, 0.34, 1.89], [0.18, 1.13, -0.07], [0.16, -0.32, 0.01], [-0.13, -0.36, -0.25], [-0.29, 0.10, -0.49], [0.05, -0.68, 0.10], [-0.11, 0.04, -0.77], [0.00, 0.21, -0.44], [-0.14, 0.75, -0.40], [-0.29, 0.28, 1.18], [-0.10, -0.61, 0.10], [0.32, -0.27, -0.69], [-0.05, 0.47, 0.29], [-0.22, -0.15, -0.47], [0.48, 0.73, -0.33], [-0.32, -0.34, -0.73], [0.17, -1.78, 1.54], [0.45, 0.88, -0.19], [1.34, -1.70, 0.78], [-1.24, -1.98, -1.29], [0.27, 0.89, 1.02], [1.13, 0.14, 0.02], [-1.77, 0.17, 0.08], [0.11, 0.11, 1.49], [-0.38, 1.34, -1.37], [-0.14, 0.21, -0.42], [0.14, -0.11, -0.12], [0.19, 0.24, -0.04], [-0.14, 0.08, -0.14], [-0.85, 0.45, 0.24], [0.31, 0.11, -0.41], [-0.17, 0.00, -0.11], [0.50, 0.43, -0.10], [0.01, 0.15, 0.34], [0.17, 0.01, -0.54], [0.56, 0.67, 0.00], [-0.22, -0.68, -0.13], [-0.29, -0.06, -0.59], [0.42, 0.57, 0.05], [1.27, -0.11, 3.20], [-0.46, 0.22, -2.11], [-1.76, -1.66, -0.98], [-0.09, -0.06, 0.50], [0.20, -0.03, -0.66], [-0.14, 0.82, 0.31], [0.21, -0.20, 0.25], [0.41, 0.57, -0.41], [0.09, 0.16, -0.06], [2.03, 2.60, 0.44], [-0.94, -2.06, -0.71], [-1.19, -0.59, -0.19], [0.21, 0.50, 0.41], [-0.25, 0.17, -0.10], [-0.17, 0.14, -0.28], [0.19, -0.34, -0.50], [0.20, -0.43, 0.75], [-0.70, 0.24, 3.40], [1.27, -0.20, -2.83], [1.18, 1.12, -0.91], [0.11, 0.10, 0.28], [-1.77, -0.83, 0.48], [1.70, -0.11, -0.77], [1.46, -1.09, 2.12], [-0.87, 0.38, -1.08], [0.69, -0.22, 1.06], [2.16, -1.05, 1.09], [-2.28, 2.20, -2.53], [-0.73, -1.50, 2.20], [-1.48, -0.46, -0.79], [1.51, 0.85, -1.27], [-0.25, 1.22, -3.26], [-1.25, -1.49, 2.49], [-0.18, -0.22, -0.30], [-0.45, -0.07, 0.22], [0.21, 0.33, -0.07], [0.36, 0.35, 0.34], [-0.69, 0.04, 0.10], [-0.23, -0.01, -0.06], [0.25, 0.27, 0.22], [-0.09, 0.36, -0.06], [-1.46, 0.05, 0.60], [0.94, 0.86, -0.45], [-0.93, 1.03, 1.97], [-0.65, -0.51, -0.14], [0.15, 0.91, -1.15], [1.58, -2.02, -0.12], [1.47, 2.27, 1.32], [-3.11, -4.07, -1.26], [1.43, -0.97, -0.22], [-1.77, 1.97, 0.69], [-0.91, -0.81, -0.44], [0.50, -2.01, -1.34], [1.37, 1.87, 0.69], [-1.32, 2.08, 0.66], [0.21, -3.21, -0.90], [0.93, 0.92, -0.09], [0.02, 0.37, -0.02], [0.61, 0.11, -0.08], [-0.47, 0.17, -0.36], [-0.25, 0.33, -0.14], [0.77, -0.17, 0.21], [0.74, 0.60, 0.14], [-0.02, 0.33, 0.36], [0.20, -0.06, -0.04], [0.61, -1.82, 2.13], [0.61, 0.71, -2.62], [-1.03, 1.31, 0.99], [-0.58, -1.75, 1.20], [2.17, -0.96, -0.81], [-2.78, 1.04, 1.19], [-0.51, 0.37, 0.84], [-0.66, 0.93, -1.96], [-2.04, -1.12, 1.40], [-1.64, 1.88, -1.51], [3.22, 0.66, -0.80], [-1.26, -1.01, 1.10], [1.58, -0.61, -1.06], [0.76, 0.21, 0.99], [-0.33, 1.16, -1.78], [0.75, -0.90, 1.87], [0.39, 0.56, -0.69], [0.04, 0.20, -0.21], [0.29, -0.08, -0.50], [0.08, -0.16, -0.07], [0.03, -0.26, -0.16], [0.33, -0.42, 0.21], [-0.18, 0.02, 0.21], [0.16, 0.22, -0.22], [-1.35, 1.13, -0.35], [1.61, 0.86, -0.15], [-1.18, -0.68, -0.25], [-0.23, -0.11, 0.12], [-0.95, 0.29, -0.06], [0.77, -2.20, 0.23], [-0.89, -1.56, 1.05], [-0.76, 0.60, -1.04], [0.48, 2.07, -0.08], [-0.72, -1.73, -0.75], [0.25, -1.55, 1.54], [0.25, 1.70, -1.03], [-1.35, 1.30, -0.31], [1.73, -0.41, -0.65], [0.19, 0.51, 1.71], [1.61, 0.47, -1.22], [0.05, 0.00, 0.15], [-0.40, -0.18, 0.05], [0.03, -0.18, 0.37], [-0.22, 0.07, -0.27], [0.58, 0.13, 0.64], [0.01, 0.22, 0.08], [0.02, -0.45, -0.18], [0.42, -0.27, 0.30], [-0.58, -0.30, -0.08], [-1.60, 0.21, -0.22], [1.01, 0.17, 1.24], [-0.50, -0.68, 0.13], [-0.75, 1.46, -0.94], [2.05, -1.54, 1.60], [-2.60, 0.60, -0.26], [2.22, -2.24, 1.48], [-2.45, 0.53, -1.44], [1.30, 0.08, 0.43], [0.87, 1.41, -0.08], [1.55, 0.17, -1.09], [-1.84, -0.29, -0.30], [-0.20, -0.24, 1.16], [-2.00, 1.26, -2.51], [2.22, -0.35, 0.94], [0.06, 0.13, 0.02], [0.13, -0.34, -0.12], [0.83, 0.09, -0.20], [0.01, -0.17, -0.33], [-0.55, -0.10, 0.10], [-0.15, 0.36, -0.46], [0.80, -0.34, 0.76], [0.14, 0.25, 0.21], [0.50, -2.53, -0.85], [1.77, 2.37, 1.39], [-3.46, -1.24, -0.38], [-0.36, 1.26, -0.40], [1.64, 1.56, 1.41], [-0.24, -0.37, -0.37], [-0.47, -1.62, -0.89], [-0.05, 0.26, 0.17], [-0.90, 0.96, 0.59], [1.77, 1.79, -0.78], [-0.29, -1.29, 0.65], [-1.16, 0.18, -1.01], [2.10, -2.44, 2.09], [-1.76, 1.56, -1.51], [1.07, -2.39, 0.48], [-0.48, 0.53, -0.40], [-0.76, 0.22, -0.02], [0.22, 0.44, -0.44], [0.82, 0.35, 0.06], [0.11, -0.07, 0.35], [-0.11, 0.03, 0.26], [0.54, 0.53, 0.32], [0.22, -0.24, 0.37], [-0.67, -0.04, -0.84], [1.54, -0.51, -0.10], [-2.00, -0.73, -0.29], [0.73, 0.55, 1.49], [-2.72, -1.12, 1.30], [0.12, -0.06, 1.58], [0.39, 0.17, -2.02], [-0.93, 1.23, -1.21], [1.59, -0.58, 0.21], [3.53, -2.04, 1.36], [-3.93, 2.77, -2.83], [2.19, -0.72, -0.29], [0.15, -0.33, 2.60], [-0.30, -0.75, -1.39], [0.20, 0.93, -0.16], [1.29, 0.98, -1.79], [-1.76, 0.38, 0.15], [0.26, 0.32, 0.56], [0.12, 0.02, -0.15], [-0.13, 0.11, -0.27], [-0.16, 0.29, -0.07], [0.07, -0.10, 0.32], [-0.71, -0.49, 0.67], [-0.39, 0.08, -0.03], [0.65, -0.48, 0.37]], "lowdin_spin": [0.000, 0.000, 0.000, 0.000, 0.000, 0.000, 0.000, 0.000, 0.000, 0.000, 0.000, 0.000, 0.000, 0.000, 0.000, 0.000, 0.000, 0.000, 0.000, 0.000, 0.000, 0.000, 0.000, 0.000, 0.000, 0.000, 0.000, 0.000, 0.000, 0.000, 0.000, 0.000, 0.000, 0.000, 0.000, 0.000, 0.000, 0.000, 0.000, 0.000, 0.000, 0.000, 0.000, 0.000, 0.000, 0.000, 0.000, 0.000, 0.000, 0.000, 0.000, 0.000, 0.000, 0.000, 0.000, 0.000, 0.000, 0.000, 0.000, 0.000, 0.000, 0.000, 0.000, 0.000, 0.000, 0.000, 0.000, 0.000, 0.000, 0.000, 0.001, 0.001, 0.001, 0.000, 0.000, 0.000, 0.000, 0.000, 0.001, 0.000, 0.000, 0.000, 0.000, 0.001, 0.000, 0.001, 0.000, 0.000, 0.000, 0.000, 0.000, 0.000, 0.000, 0.000, 0.000, 0.000, 0.000, 0.000, 0.000, 0.000, 0.000, 0.000, 0.000, 0.000, 0.000, 0.000, 0.000, 0.000, 0.000, 0.000, 0.000, 0.000, 0.000, 0.000, 0.000, 0.000, 0.000, 0.000, 0.000, 0.000, 0.000, 0.000, 0.000, 0.000, 0.000, 0.000, 0.000, 0.000, 0.000, 0.000, 0.000, 0.000, 0.000, 0.000, 0.000, 0.000, 0.000, 0.000, 0.000, 0.000, 0.000, 0.000, 0.000, 0.000, 0.000, 0.000, 0.000, 0.000, 0.000, 0.000, 0.000, 0.000, 0.000, 0.000, 0.000, 0.000, 0.000, 0.000, 0.000, 0.000, 0.000, 0.000, 0.000, 0.000, 0.000, 0.000, 0.000, 0.000, 0.000, 0.000, 0.000, 0.000, 0.000, 0.000, 0.000, 0.000, 0.000, 0.000, 0.000, 0.000, 0.001, 0.000, 0.000, 0.000, 0.000, 0.000, 0.000, 0.000, 0.000, 0.000, 0.000, 0.000, 0.000, 0.000, 0.000, 0.000, 0.000, 0.000, 0.000, 0.000, 0.000, 0.000, 0.000, 0.000, 0.000, 0.000, 0.000, 0.000, 0.000, 0.000, 0.000, 0.000, 0.000, 0.000, 0.000, 0.000, 0.000, 0.000, 0.000, 0.000, 0.000, 0.000, 0.000, 0.000, 0.000, 0.000, 0.015, 0.039, -0.005, 0.048, 0.042, 0.028, 0.140, 0.244, 0.059, 0.029, 0.013, 0.045, -0.005, 0.057, 0.079, 0.151, 0.001, 0.003, 0.000, 0.003, 0.003, 0.000, 0.003, 0.000, 0.000, 0.000, 0.000, 0.000, 0.000, 0.000, 0.000, 0.000, 0.000, 0.000, 0.000, 0.000, 0.000, 0.000, 0.000, 0.000, 0.000, 0.000, 0.000, 0.000, 0.000, 0.000, 0.000, 0.000], "total_energy_ha": -6409.11747, "mol_weight_g_mol": 1980.4, "homo_lumo_gap_ev": [2.826, 5.998], "multiplicity": 2, "charge": -1}